1.
A structure of composition C45H44P2Ru at a distorted geometry, computed with ωB97M-V/def2-TZVPD.

HOMO level (spin up / spin down), eV: -12.457 / -13.193
Net charge: +2
Energy relative to the best compared isomer or geometry (same formula, charge and spin), kcal per mole: 0.0
Orbital gap (spin up / spin down), eV: 7.50 / 5.38
Strongest force on any atom, eV/A: 2.9
Multiplicity: 5
<S²>: 6.063

Each line ends with the Löwdin charge.
Positions of all 92 atoms, in Å:
Ru: 0.13 0.42 3.41  1.158
C: -1.69 -0.16 4.58  -0.198
C: -1.82 -0.46 3.20  -0.260
C: -2.75 0.37 2.34  -0.193
C: -2.07 1.56 1.61  -0.183
C: -0.75 1.98 2.22  -0.246
C: -0.70 2.43 3.56  -0.223
C: -1.94 2.38 4.44  -0.172
C: -2.19 1.09 5.24  -0.177
C: 2.09 0.23 3.28  -0.226
H: -1.41 -0.97 5.25  0.102
H: -1.59 -1.46 2.87  0.099
H: -3.58 0.75 2.96  0.122
H: -3.19 -0.30 1.61  0.077
H: -1.92 1.29 0.54  0.102
H: -2.81 2.37 1.66  0.123
H: 0.01 2.32 1.52  0.106
H: 0.02 3.24 3.77  0.114
H: -2.83 2.62 3.84  0.111
H: -1.83 3.19 5.18  0.125
H: -1.64 1.16 6.19  0.098
H: -3.26 1.08 5.53  0.138
H: 2.54 -0.54 3.93  0.022
H: 2.55 1.21 3.48  0.033
H: 2.20 -0.03 2.21  0.021
P: -0.40 -1.74 -3.66  1.080
P: 1.44 0.59 -4.01  1.094
C: -1.15 -0.21 -4.24  -0.304
C: -0.27 0.75 -4.59  -0.319
C: -0.92 -2.92 -5.00  -0.361
C: -2.01 -2.68 -5.84  -0.089
C: -2.41 -3.64 -6.78  -0.057
C: -1.66 -4.81 -6.95  -0.053
C: -0.49 -5.00 -6.21  -0.063
C: -0.12 -4.06 -5.24  -0.095
C: -1.48 -2.04 -2.24  -0.370
C: -1.17 -1.20 -1.15  -0.102
C: -1.80 -1.41 0.06  -0.100
C: -2.87 -2.32 0.17  -0.052
C: -3.22 -3.10 -0.94  -0.049
C: -2.51 -2.99 -2.14  -0.052
C: 2.25 1.14 -5.62  -0.339
C: 2.12 0.27 -6.72  -0.103
C: 2.56 0.64 -7.99  -0.062
C: 3.18 1.89 -8.18  -0.053
C: 3.37 2.74 -7.09  -0.054
C: 2.94 2.35 -5.81  -0.071
C: 1.65 2.09 -3.02  -0.404
C: 2.86 2.23 -2.30  -0.104
C: 3.13 3.43 -1.65  -0.069
C: 2.19 4.47 -1.66  -0.059
C: 0.96 4.29 -2.30  -0.060
C: 0.67 3.09 -2.96  -0.083
H: -2.24 -0.13 -4.30  0.098
H: -0.48 1.59 -5.26  0.101
H: -2.55 -1.74 -5.77  0.096
H: -3.30 -3.47 -7.39  0.117
H: -1.98 -5.56 -7.68  0.118
H: 0.14 -5.87 -6.39  0.117
H: 0.79 -4.20 -4.66  0.104
H: -0.44 -0.39 -1.26  0.101
H: -1.41 -0.86 0.91  0.062
H: -3.41 -2.42 1.11  0.116
H: -4.05 -3.82 -0.85  0.119
H: -2.77 -3.62 -2.99  0.113
H: 1.67 -0.71 -6.57  0.099
H: 2.41 -0.03 -8.85  0.117
H: 3.52 2.19 -9.18  0.118
H: 3.85 3.71 -7.23  0.117
H: 3.12 3.00 -4.96  0.101
H: 3.58 1.41 -2.30  0.112
H: 4.10 3.57 -1.16  0.116
H: 2.42 5.42 -1.18  0.116
H: 0.22 5.10 -2.32  0.114
H: -0.29 2.95 -3.46  0.099
C: 1.36 -3.11 7.91  -0.025
C: 1.15 -3.27 6.52  -0.026
C: 0.97 -2.14 5.71  -0.017
C: 0.98 -0.82 6.24  -0.174
C: 0.81 0.40 5.49  -0.128
C: 0.88 1.64 6.11  -0.058
C: 0.89 1.74 7.52  -0.013
C: 1.09 0.61 8.28  0.039
C: 1.16 -0.67 7.67  -0.150
C: 1.41 -1.83 8.43  0.012
H: 1.50 -4.00 8.54  0.129
H: 1.12 -4.26 6.08  0.122
H: 0.87 -2.25 4.63  0.109
H: 0.91 2.52 5.46  0.099
H: 0.75 2.73 7.97  0.126
H: 1.21 0.65 9.36  0.139
H: 1.65 -1.69 9.48  0.126

***

2.
A structure of composition C45H45BrF5NO3TeY, computed with ωB97M-V/def2-TZVPD.

HOMO level, eV: -5.975
Net charge: -1
Orbital gap, eV: 8.31
Strongest force on any atom, eV/A: 0.7
Multiplicity: 1

Each line ends with the Löwdin charge.
Positions of all 102 atoms, in Å:
Y: -0.02 0.02 0.48  1.558
C: 1.17 -4.04 3.06  -0.039
C: 0.41 -3.70 1.80  -0.203
C: -0.98 -3.55 1.83  -0.202
C: -1.75 -4.03 3.04  -0.049
C: -1.65 -3.04 0.71  -0.191
C: -3.12 -2.71 0.79  -0.043
C: -0.95 -2.88 -0.50  -0.207
C: -1.73 -2.56 -1.76  -0.044
C: 0.44 -3.12 -0.56  -0.197
C: 1.21 -2.99 -1.85  -0.049
C: 1.12 -3.49 0.61  -0.188
C: 2.61 -3.64 0.63  -0.024
H: 1.53 -5.07 3.05  0.087
H: 0.56 -3.90 3.95  0.064
H: 2.04 -3.39 3.15  0.086
H: -1.38 -5.00 3.35  0.086
H: -2.81 -4.14 2.82  0.072
H: -1.68 -3.36 3.90  0.050
H: -3.75 -3.57 0.55  0.092
H: -3.36 -1.90 0.12  0.047
H: -3.38 -2.37 1.79  0.064
H: -1.81 -1.48 -1.94  0.065
H: -2.74 -2.95 -1.69  0.075
H: -1.27 -3.02 -2.64  0.070
H: 1.48 -3.98 -2.24  0.093
H: 2.12 -2.41 -1.69  0.054
H: 0.65 -2.47 -2.62  0.061
H: 2.92 -4.49 1.23  0.080
H: 3.07 -2.75 1.06  0.077
H: 3.03 -3.77 -0.37  0.068
O: -1.97 0.32 -0.40  -0.303
C: -2.61 1.55 -0.43  -0.491
C: -2.17 2.29 -1.71  -0.056
C: -0.73 2.76 -1.77  -0.244
C: -0.42 3.75 -2.69  -0.026
C: 0.87 4.23 -2.77  -0.047
C: 1.83 3.69 -1.94  -0.015
C: 1.47 2.68 -1.06  -0.260
C: 2.49 1.93 -0.27  -0.056
C: 2.76 0.54 -0.95  -0.475
O: 1.59 -0.19 -0.90  -0.300
C: 3.87 -0.22 -0.22  -0.136
C: 4.08 -0.10 1.15  -0.036
C: 5.03 -0.87 1.80  -0.079
C: 5.80 -1.78 1.09  -0.107
C: 5.59 -1.92 -0.27  -0.096
C: 4.64 -1.15 -0.92  -0.046
C: 3.17 0.84 -2.40  -0.174
C: 4.37 1.49 -2.68  -0.048
C: 4.70 1.82 -3.99  -0.089
C: 3.83 1.51 -5.03  -0.107
C: 2.64 0.86 -4.75  -0.080
C: 2.31 0.53 -3.44  -0.015
N: 0.20 2.24 -0.96  0.148
C: -2.29 2.37 0.82  -0.127
C: -2.03 3.67 0.80  -0.106
C: -1.77 4.46 2.03  -0.623
C: -2.29 3.81 3.27  -0.134
C: -2.58 2.52 3.29  -0.020
C: -2.27 1.61 2.13  -0.331
C: -4.13 1.35 -0.53  -0.129
C: -5.05 2.25 -0.01  -0.021
C: -6.42 2.04 -0.17  -0.089
C: -6.88 0.92 -0.85  -0.107
C: -5.96 0.03 -1.38  -0.082
C: -4.60 0.24 -1.22  -0.028
H: -2.81 3.16 -1.89  0.125
H: -2.35 1.60 -2.53  0.139
H: -1.20 4.14 -3.33  0.112
H: 1.13 5.01 -3.47  0.107
H: 2.87 4.01 -1.98  0.116
H: 2.09 1.77 0.74  0.105
H: 3.42 2.49 -0.16  0.131
H: 3.46 0.57 1.74  0.105
H: 5.16 -0.76 2.87  0.104
H: 6.54 -2.38 1.60  0.095
H: 6.18 -2.64 -0.84  0.098
H: 4.49 -1.28 -1.98  0.119
H: 5.06 1.72 -1.88  0.123
H: 5.64 2.32 -4.19  0.096
H: 4.08 1.77 -6.05  0.092
H: 1.96 0.61 -5.55  0.097
H: 1.38 0.03 -3.20  0.110
H: -1.98 4.22 -0.13  0.115
H: -2.14 5.48 1.93  0.079
H: -2.45 4.44 4.14  0.105
H: -2.99 2.07 4.18  0.105
H: -3.01 0.80 2.09  0.135
H: -4.71 3.12 0.54  0.110
H: -7.12 2.74 0.26  0.096
H: -7.94 0.76 -0.97  0.093
H: -6.31 -0.85 -1.92  0.098
H: -3.88 -0.47 -1.62  0.097
Br: 0.20 4.77 2.18  0.636
F: 1.31 -0.74 1.91  -0.518
Te: -0.65 -0.53 3.89  1.967
F: -2.60 -0.99 3.65  -0.527
F: -1.46 0.73 5.02  -0.420
F: 0.91 0.50 4.34  -0.503
F: -0.37 -1.53 5.54  -0.526
O: -0.97 1.02 2.31  -0.494

***

3.
A cluster of 3 separate species, C45H47FNO8PS in total at a distorted geometry, computed with ωB97M-V/def2-TZVPD.

HOMO level, eV: -8.477
Structure (SMILES): C#CC[C@]1([PH2]=N)[C@@](CCCF)(OC[C@@H](C)CC(C)C)CCOS1(=O)=O.O=C1c2ccccc2C(=O)c2ccccc21.O=C1c2ccccc2C(=O)c2ccccc21
Energy relative to the best compared isomer or geometry (same formula, charge and spin), kcal per mole: 17.5
Orbital gap, eV: 7.36
Strongest force on any atom, eV/A: 2.6
Multiplicity: 1

Each line ends with the Löwdin charge.
Positions of all 104 atoms, in Å:
C: -3.42 0.30 1.71  0.094
C: -2.80 -0.65 1.32  -0.174
C: -1.96 -1.73 0.76  -0.179
C: -0.46 -1.29 0.59  -0.398
P: -0.11 0.02 1.93  0.796
N: 1.41 0.27 2.27  -0.272
C: -0.06 -0.74 -0.83  -0.437
C: -1.24 -0.52 -1.81  -0.103
C: -2.16 0.69 -1.51  -0.158
C: -2.57 1.43 -2.78  -0.199
F: -1.48 1.79 -3.57  -0.051
O: 0.57 0.51 -0.59  -0.149
C: 1.41 1.02 -1.61  -0.161
C: 1.67 2.50 -1.25  -0.333
C: 2.99 3.03 -1.84  -0.054
C: 0.49 3.43 -1.57  -0.141
C: 0.43 4.59 -0.51  -0.387
C: -0.67 4.30 0.57  -0.065
C: 0.05 5.93 -1.16  -0.089
C: 0.85 -1.80 -1.49  -0.105
C: 2.14 -2.09 -0.74  -0.153
O: 2.00 -2.64 0.60  -0.201
S: 0.51 -2.75 1.12  0.606
O: 0.41 -2.85 2.54  -0.254
O: -0.07 -3.92 0.52  -0.266
H: -3.77 1.30 1.86  0.059
H: -2.41 -2.19 -0.12  0.124
H: -1.96 -2.51 1.54  0.120
H: -0.75 -0.48 3.09  0.027
H: -0.74 1.22 1.53  0.022
H: 2.00 -0.30 1.68  -0.046
H: -0.79 -0.33 -2.79  0.115
H: -1.84 -1.42 -1.96  0.126
H: -3.10 0.28 -1.12  0.107
H: -1.78 1.36 -0.74  0.085
H: -3.17 0.74 -3.38  0.121
H: -3.23 2.28 -2.55  0.121
H: 2.40 0.55 -1.68  0.118
H: 0.97 1.01 -2.62  0.137
H: 1.79 2.51 -0.15  0.139
H: 3.09 4.08 -1.53  0.079
H: 3.06 2.96 -2.93  0.085
H: 3.82 2.50 -1.35  0.082
H: -0.45 2.88 -1.44  0.075
H: 0.50 3.84 -2.58  0.122
H: 1.39 4.63 0.01  0.121
H: -1.38 3.53 0.24  0.055
H: -1.27 5.20 0.75  0.067
H: -0.22 3.97 1.52  0.074
H: -0.92 5.79 -1.67  0.084
H: 0.79 6.25 -1.90  0.074
H: -0.13 6.70 -0.40  0.072
H: 1.15 -1.52 -2.51  0.139
H: 0.23 -2.68 -1.64  0.131
H: 2.82 -1.23 -0.67  0.125
H: 2.69 -2.84 -1.32  0.095
C: 5.22 -7.29 -9.04  -0.056
C: 6.33 -6.56 -8.64  -0.056
C: 6.38 -6.00 -7.38  -0.001
C: 5.30 -6.15 -6.51  -0.083
C: 4.17 -6.87 -6.92  -0.083
C: 4.14 -7.45 -8.19  -0.001
C: 2.99 -7.00 -6.03  -0.277
O: 2.02 -7.63 -6.38  0.108
C: 3.04 -6.35 -4.69  -0.081
C: 1.92 -6.41 -3.86  0.003
C: 1.95 -5.82 -2.61  -0.043
C: 3.10 -5.16 -2.18  -0.066
C: 4.21 -5.09 -3.00  0.005
C: 4.18 -5.67 -4.26  -0.081
C: 5.37 -5.55 -5.15  -0.278
O: 6.37 -4.98 -4.78  0.107
H: 5.19 -7.74 -10.03  0.108
H: 7.17 -6.43 -9.32  0.108
H: 7.25 -5.43 -7.07  0.121
H: 3.27 -8.01 -8.50  0.121
H: 1.03 -6.93 -4.19  0.122
H: 1.09 -5.87 -1.97  0.112
H: 3.13 -4.71 -1.20  0.097
H: 5.11 -4.57 -2.67  0.123
C: -2.71 1.08 4.82  -0.074
C: -1.52 1.70 5.20  -0.050
C: -1.55 2.80 6.05  0.006
C: -2.77 3.29 6.51  -0.082
C: -3.96 2.68 6.11  -0.083
C: -3.93 1.57 5.27  -0.001
C: -5.28 3.21 6.55  -0.278
O: -6.31 2.68 6.20  0.104
C: -5.30 4.42 7.42  -0.083
C: -6.52 4.97 7.80  -0.003
C: -6.55 6.09 8.62  -0.058
C: -5.36 6.65 9.07  -0.057
C: -4.14 6.11 8.69  -0.002
C: -4.11 5.00 7.86  -0.083
C: -2.79 4.45 7.43  -0.277
O: -1.75 4.95 7.82  0.108
H: -2.68 0.22 4.17  0.069
H: -0.57 1.33 4.84  0.097
H: -0.63 3.28 6.35  0.123
H: -4.85 1.09 4.97  0.121
H: -7.44 4.53 7.45  0.120
H: -7.50 6.52 8.91  0.107
H: -5.39 7.52 9.72  0.107
H: -3.22 6.56 9.04  0.121

***

4.
A structure of composition C45H47N3O6P2SrTe at a distorted geometry, computed with ωB97M-V/def2-TZVPD.

HOMO level, eV: -0.826
Net charge: -2
Energy relative to the best compared isomer or geometry (same formula, charge and spin), kcal per mole: 14.4
Orbital gap, eV: 4.11
Strongest force on any atom, eV/A: 2.9
Multiplicity: 1

Each line ends with the Löwdin charge.
Positions of all 105 atoms, in Å:
Sr: 0.84 0.35 -0.09  1.511
C: 4.79 1.73 -2.77  -0.059
C: 3.41 1.51 -2.19  -0.286
N: 3.11 0.43 -1.51  -0.028
N: 4.03 -0.52 -1.32  0.028
C: 3.64 -1.39 -0.36  -0.444
O: 2.53 -1.41 0.24  -0.136
C: 4.73 -2.29 0.15  -0.123
C: 4.47 -3.02 1.33  -0.010
C: 5.43 -3.83 1.88  -0.103
C: 6.69 -3.86 1.34  -0.119
C: 7.04 -3.15 0.17  -0.087
C: 6.04 -2.31 -0.38  -0.031
C: 2.41 2.52 -2.44  -0.209
C: 2.75 3.68 -3.15  -0.031
C: 1.87 4.74 -3.29  -0.089
C: 0.58 4.58 -2.86  -0.099
C: 0.23 3.39 -2.22  -0.131
N: 1.12 2.41 -1.97  0.050
H: 5.36 0.77 -2.67  0.073
H: 5.33 2.53 -2.22  0.092
H: 4.72 2.06 -3.80  0.052
H: 3.45 -2.94 1.75  0.133
H: 5.18 -4.40 2.75  0.099
H: 7.38 -4.54 1.85  0.090
H: 7.96 -3.27 -0.34  0.069
H: 6.36 -1.62 -1.20  0.104
H: 3.74 3.71 -3.58  0.085
H: 2.12 5.67 -3.81  0.104
H: -0.23 5.35 -3.07  0.118
H: -0.81 3.23 -1.90  0.119
O: 3.15 -0.09 5.81  0.024
C: 2.54 0.06 4.75  -0.225
C: 1.60 -0.99 4.02  -0.310
O: 1.45 -2.13 4.45  0.039
C: 1.20 -0.35 2.77  -0.383
C: 1.87 0.95 2.57  -0.351
O: 1.81 1.63 1.49  -0.254
C: 2.63 1.31 3.77  -0.327
O: 3.14 2.38 3.99  0.040
O: 0.30 -0.75 1.99  -0.195
C: -1.33 4.08 2.82  -0.062
C: -2.83 4.03 2.91  -0.277
C: -3.51 5.21 3.23  -0.064
C: -4.90 5.22 3.40  -0.117
C: -5.57 4.03 3.40  -0.117
C: -4.89 2.88 3.08  -0.092
C: -3.54 2.84 2.71  -0.320
P: -2.76 1.31 2.12  1.127
C: -3.42 0.07 3.30  -0.297
C: -4.54 -0.77 3.09  -0.085
C: -5.10 -1.42 4.17  -0.108
C: -4.46 -1.43 5.44  -0.105
C: -3.27 -0.78 5.58  -0.070
C: -2.74 -0.04 4.51  -0.272
C: -1.47 0.69 4.80  -0.073
C: -3.68 0.90 0.54  -0.332
C: -4.49 1.79 -0.16  -0.143
C: -5.13 1.42 -1.34  -0.187
C: -4.98 0.14 -1.84  -0.155
C: -4.02 -0.70 -1.26  -0.121
C: -3.22 -0.27 -0.21  -0.403
C: -1.99 -0.88 0.08  -0.117
H: -1.00 5.10 2.85  0.056
H: -0.94 3.58 1.89  0.079
H: -0.87 3.51 3.66  0.086
H: -2.95 6.13 3.41  0.102
H: -5.45 6.16 3.42  0.095
H: -6.64 3.95 3.64  0.102
H: -5.42 1.93 3.10  0.102
H: -5.05 -0.79 2.09  0.118
H: -6.04 -1.99 4.05  0.092
H: -4.93 -1.96 6.27  0.091
H: -2.76 -0.70 6.52  0.106
H: -1.59 1.58 5.41  0.082
H: -0.88 1.04 3.89  0.064
H: -0.84 0.05 5.41  0.079
H: -4.66 2.82 0.21  0.099
H: -5.78 2.14 -1.84  0.065
H: -5.52 -0.19 -2.72  0.082
H: -3.84 -1.67 -1.71  0.086
H: -1.79 -1.78 -0.50  0.023
H: -1.48 -0.74 1.03  -0.037
C: 3.28 -7.00 -1.64  -0.450
Te: 1.93 -5.49 -2.54  1.032
C: 3.31 -4.89 -4.07  -0.481
H: 3.85 -7.57 -2.37  -0.009
H: 2.68 -7.70 -1.02  -0.001
H: 3.92 -6.47 -0.98  -0.037
H: 4.17 -5.50 -4.03  -0.024
H: 3.52 -3.85 -3.83  -0.011
H: 2.82 -4.94 -5.03  -0.029
C: -1.29 -2.72 -5.44  -0.339
P: -0.66 -1.06 -5.05  0.778
C: -2.27 -0.19 -5.09  -0.334
C: 0.15 -0.62 -6.65  -0.340
H: -1.84 -2.58 -6.39  0.031
H: -1.93 -3.15 -4.67  0.031
H: -0.50 -3.46 -5.63  0.025
H: -2.75 -0.12 -6.08  0.032
H: -2.18 0.84 -4.71  0.029
H: -3.00 -0.67 -4.39  0.041
H: -0.46 -0.77 -7.57  0.045
H: 1.08 -1.15 -6.70  0.010
H: 0.49 0.42 -6.51  0.023